# 1
DFT (wB97M-V/def2-TZVPD) results for a molecular structure, C10H20IrN2PS.

Computed properties:
**Energy above the lowest of the compared OMol25 structures with the same formula, charge and spin**: 103.00 kJ/mol
**Frontier orbital gap (spin up / spin down)**: 3.63 / 6.28 eV
**<S²>**: 6.0464

The geometry in ORCA input format:
```
! RIJCOSX wB97M-V def2-TZVPD def2/J DEFGRID3
* xyz 0 5
C 1.95512 1.38208 -2.21356
C 2.40402 0.58294 -3.37983
C 1.52748 0.79212 -4.48154
C 0.48734 1.64192 -4.07301
C 0.67903 2.06480 -2.61913
Ir 0.26095 1.31000 -0.54527
P 1.32464 1.72815 1.36391
H 2.68843 1.82032 -1.52895
H 3.25778 -0.09503 -3.34214
H 1.58779 0.27646 -5.42936
H 0.42053 3.09680 -2.33989
H -0.38780 1.92656 -4.63960
H 1.03938 3.08698 1.80880
H 2.78243 1.74333 1.30580
H 1.04339 0.90132 2.54669
C 0.93304 -2.39568 0.34277
N -0.16643 -1.90392 1.18214
C 0.06685 -1.94485 2.62774
C -0.95776 -0.94117 0.66469
S -0.74614 -0.52010 -0.99851
N -1.94011 -0.34602 1.36972
C -2.73878 -1.14156 2.29679
C -2.55710 0.87660 0.85764
H 1.50231 -3.10564 0.94397
H 1.59948 -1.58071 0.01356
H 0.52205 -2.89846 -0.53975
H 0.00940 -0.95053 3.09415
H -0.66023 -2.61908 3.09688
H 1.06790 -2.35496 2.78822
H -2.42681 -0.95039 3.33309
H -3.78838 -0.84216 2.19782
H -2.64886 -2.21238 2.07339
H -1.77911 1.59376 0.51300
H -3.24166 0.65875 0.02454
H -3.12017 1.31975 1.68524
*
```

# 2
DFT (wB97M-V/def2-TZVPD) results for a molecular structure, C10H20N2O3.

Computed properties:
**Energy above the lowest of the compared OMol25 structures with the same formula, charge and spin**: 620.40 kJ/mol
**Frontier orbital gap**: 10.05 eV

The geometry in ORCA input format:
```
! RIJCOSX wB97M-V def2-TZVPD def2/J DEFGRID3
* xyz 0 1
C 2.07231 -0.36850 -0.56674
C 0.80085 0.17606 -0.97718
C 2.87891 0.69874 0.27051
C 4.02368 -0.21604 0.83630
C 2.16293 1.26732 1.58517
C -1.85784 0.04349 -0.79531
C -1.87479 1.53374 -0.52251
C -2.78535 -0.89768 0.04474
C -2.87422 -0.85128 1.60214
C -4.00878 -0.61916 -0.72558
H 2.43907 -0.57952 -2.84365
H 2.45451 -2.04595 -1.76684
H 1.78359 -1.07681 0.39884
H 3.24952 1.54156 -0.27401
H 4.58424 -0.61437 -0.02645
H 4.71914 0.52583 1.34597
H 3.65773 -0.99465 1.49961
H 1.28746 2.11548 1.48949
H 2.66551 1.85475 2.34366
H 1.60213 0.43874 1.99991
H -0.56803 -1.13684 0.11298
H -2.15627 -0.08345 -1.99606
H -2.45199 -2.01444 -0.08921
H -2.95967 0.11394 2.14662
H -1.85710 -1.57870 1.88356
H -3.68696 -1.48921 2.07542
H -3.68521 -0.99134 -1.74346
H -4.85634 -1.25479 -0.41704
H -4.21286 0.58306 -0.68215
H -0.11193 2.10889 -1.31394
N 2.91800 -1.06695 -1.76228
N -0.44653 -0.48684 -0.63572
O 0.86224 1.12730 -1.86603
O -2.77795 1.80270 0.18387
O -0.99000 2.43492 -0.81466
*
```